1.
69
Properties=species:S:1:pos:R:3 method="wB97M-V/def2-TZVPD" e_tot_ha=-1861.34222 orbital_gap_ev=6.509 charge=+1
Cd -17.79249 6.01905 7.12299
N -18.15585 8.67130 5.10768
O -18.82886 8.62841 4.04959
O -17.39499 9.56575 5.24888
O -18.23723 7.77097 5.94327
N -17.42427 7.26357 0.14250
C -16.64193 6.33071 -0.57911
C -16.52410 5.11615 0.09575
C -17.12763 5.34044 1.32898
C -17.50719 6.59146 1.37635
H -17.67880 8.20721 -0.11218
H -16.31713 6.53803 -1.58804
H -15.92401 4.24573 -0.12480
H -17.07354 4.63361 2.14376
H -18.00228 7.05514 2.21675
N -18.37167 9.93124 1.63350
C -19.16348 9.88626 0.49925
C -18.36167 10.26467 -0.57483
C -17.06461 10.56834 -0.08004
C -17.13153 10.32211 1.30561
H -18.71263 9.73666 2.56408
H -20.21708 9.65924 0.56845
H -18.64954 10.29224 -1.61540
H -16.20326 10.88303 -0.65051
H -16.51467 10.39700 2.18894
N -18.74095 4.70888 5.53904
C -19.81566 5.19888 4.88904
C -20.27611 4.70680 3.68360
C -19.58756 3.69958 3.01316
C -18.54034 3.04033 3.69958
C -18.22096 3.57683 4.96884
H -20.25285 6.09576 5.30240
H -21.18888 5.13578 3.29730
H -19.93809 3.48811 2.01375
H -17.95305 2.28342 3.20100
H -17.38565 3.12500 5.48314
N -19.72879 6.28326 7.92702
C -20.31803 7.49761 8.32156
C -21.52072 7.66732 8.99411
C -22.22010 6.51374 9.40192
C -21.69596 5.28311 8.97885
C -20.48406 5.19383 8.26861
H -19.87686 8.41976 7.97312
H -21.93119 8.64942 9.17682
H -23.12239 6.54433 9.99465
H -22.22953 4.37187 9.20548
H -20.12362 4.24568 7.89778
N -16.72989 7.33062 8.51696
C -15.83776 8.29408 8.14528
C -14.96103 8.86740 9.05504
C -14.98904 8.47706 10.40919
C -15.93592 7.59713 10.83988
C -16.76959 6.99233 9.83821
H -15.95482 8.56470 7.10632
H -14.27096 9.59450 8.65311
H -14.43876 9.05862 11.13402
H -16.09335 7.35522 11.88059
H -17.45372 6.18731 10.06251
N -16.05565 5.61710 6.06134
C -15.89906 6.00709 4.75117
C -14.81183 5.62147 3.95197
C -13.69242 5.10206 4.56661
C -13.79615 4.70547 5.89179
C -14.93978 4.99194 6.56728
H -16.79876 6.35491 4.26540
H -14.79796 5.94245 2.92087
H -12.76232 5.15080 4.01986
H -12.97292 4.21390 6.38882
H -14.92551 4.79236 7.62859

---

2.
63
Properties=species:S:1:pos:R:3 method="wB97M-V/def2-TZVPD" e_tot_ha=-2208.25837 orbital_gap_ev="5.081 / 4.362" charge=+3
Pb 0.55675 -0.40311 0.89523
Cl 0.44211 -2.90566 0.65597
C 0.44157 2.57880 1.05036
O 0.59696 3.70097 0.89131
P 0.37901 0.16484 -1.81921
C -1.18837 -0.23259 -2.64002
C 0.86736 1.81492 -2.42147
C 1.66500 -1.00333 -2.40361
C 2.08034 2.01359 -3.10181
C 2.39615 3.28117 -3.58777
C 1.51514 4.34717 -3.38648
C 0.32373 4.15798 -2.67692
C 0.01098 2.90275 -2.17026
H 2.75456 1.17161 -3.26628
H 3.32722 3.42626 -4.13562
H 1.76020 5.33263 -3.78017
H -0.36858 4.98851 -2.52649
H -0.91532 2.74379 -1.60732
C -2.11861 -1.07239 -1.99251
C -3.33066 -1.35937 -2.61410
C -3.60125 -0.84451 -3.88741
C -2.68104 -0.01193 -4.53189
C -1.47728 0.30725 -3.90452
H -1.87241 -1.50613 -1.01508
H -4.05770 -1.99233 -2.10295
H -4.54260 -1.09026 -4.37689
H -2.89430 0.39221 -5.52062
H -0.76271 0.97511 -4.38877
C 1.44973 -1.74524 -3.57543
C 2.44576 -2.60229 -4.04700
C 3.63092 -2.76320 -3.32087
C 3.82977 -2.06913 -2.12060
C 2.86467 -1.17210 -1.67292
H 0.50980 -1.63032 -4.11824
H 2.29085 -3.13623 -4.98565
H 4.40617 -3.43264 -3.69194
H 4.74164 -2.21442 -1.53494
H 3.04088 -0.60754 -0.74586
H -2.84464 -3.89686 0.40677
H -2.12816 -4.13006 0.33772
C 0.26064 0.55884 6.12691
N 0.92280 0.14270 4.85857
C 2.37084 -0.14002 5.07026
C 0.20487 -1.04923 4.18191
C -1.11114 -0.60658 3.61334
C -2.21680 -0.57886 4.46682
C -3.45158 -0.15820 3.97231
C -3.58225 0.24353 2.63972
C -2.45586 0.24379 1.78671
C -1.24010 -0.18928 2.28616
H 0.15731 -0.32489 6.76813
H -0.71547 0.99156 5.91406
H 0.89608 1.29742 6.61744
H 0.84390 0.93588 4.19994
H 2.45764 -1.05484 5.66663
H 2.85164 -0.27579 4.09921
H 2.81896 0.70136 5.59749
H 0.89636 -1.48913 3.44184
H 0.07462 -1.79334 4.98223
H -2.09436 -0.90540 5.50618
H -4.31174 -0.15534 4.64428
H -4.55717 0.54854 2.24776
H -2.56285 0.57940 0.74636

---

3.
70
Properties=species:S:1:pos:R:3 method="wB97M-V/def2-TZVPD" e_tot_ha=-5047.17784 orbital_gap_ev="4.814 / 4.782"
Ti -0.17636 -0.77554 0.75881
C -0.08893 0.57789 4.24828
C 0.24610 1.86788 3.49028
O -0.34926 1.73719 2.21663
C -0.56526 2.94566 1.51559
C -1.91254 2.79659 0.75547
O -2.39301 1.47632 0.82288
C -3.26556 1.17360 1.89056
C -3.50379 -0.33613 1.80540
O -2.31568 -1.05495 2.09013
C -2.22181 -1.51977 3.43025
C -0.73256 -1.65940 3.75283
O -0.03615 -0.50071 3.33301
H -1.09566 0.66703 4.67672
H 0.62626 0.41267 5.06481
H 1.33041 2.01233 3.39679
H -0.17708 2.72871 4.02698
H 0.26457 3.12143 0.81810
H -0.61445 3.78186 2.22354
H -1.76340 3.00544 -0.30619
H -2.65072 3.49999 1.15943
H -4.21511 1.71610 1.76919
H -2.82634 1.44186 2.86179
H -3.77269 -0.57416 0.77406
H -4.32042 -0.64049 2.46918
H -2.72595 -2.49184 3.53408
H -2.69596 -0.79832 4.11096
H -0.30238 -2.47969 3.16370
H -0.57566 -1.84908 4.82147
C 4.83809 1.81847 1.60772
C 4.46035 2.19735 0.32455
C 3.24335 1.81055 -0.18574
C 2.35487 1.04958 0.59407
C 2.72796 0.70534 1.89695
C 3.97346 1.06765 2.38067
N 1.13791 0.63409 0.06522
N 0.90236 1.12789 -1.10890
C -0.23928 0.71819 -1.71317
C -0.47380 1.11040 -3.04307
C -1.65944 0.75527 -3.64225
C -2.59376 0.00332 -2.93432
C -2.31508 -0.44881 -1.65025
C -1.15566 -0.07267 -0.98017
H 5.80648 2.09989 1.99340
H 5.13823 2.77788 -0.28282
H 2.95295 2.06588 -1.19351
H 2.06034 0.14494 2.52758
H 4.27073 0.74129 3.36565
H 0.29730 1.64478 -3.57716
H -1.86702 1.03245 -4.66616
H -3.54331 -0.23934 -3.39274
H -3.03608 -1.11229 -1.17870
Se 1.73782 -2.18020 1.50047
O -1.66372 -3.80159 -1.23485
C -0.81126 -2.95016 -1.07997
O -0.70220 -2.29261 0.04006
C 0.12127 -2.56918 -2.20353
C 1.32060 -1.90020 -1.98691
C 2.14919 -1.51954 -3.03593
C 1.74855 -1.86282 -4.30294
O 2.37028 -1.61519 -5.49492
C 1.58127 -2.24710 -6.47969
O 0.41790 -2.77333 -5.87845
C 0.55942 -2.56143 -4.52874
C -0.27620 -2.91917 -3.50303
H 1.65919 -1.70629 -0.97757
H 3.06528 -0.98265 -2.86052
H 2.16159 -3.06624 -6.94309
H 1.30602 -1.50945 -7.25108
H -1.19655 -3.45740 -3.66088